a | A single C9H11NO2 molecule. Source: OMol25; level of theory: ωB97M-V/def2-TZVPD.

Geometry as ORCA input:
```
! RIJCOSX wB97M-V def2-TZVPD def2/J DEFGRID3
* xyz 0 1
C -0.8405 1.8289 -1.2538
N -1.0884 0.6500 -0.4255
C -2.0389 0.8767 0.6486
C 0.1463 0.0648 0.0652
C 0.9654 0.7805 0.9451
C 2.1287 0.2389 1.4431
C 2.4799 -1.0575 1.0515
C 1.6609 -1.8157 0.2283
C 0.4727 -1.2575 -0.2850
C -0.3661 -2.1565 -1.1533
O -0.0107 -3.2894 -1.3995
O -1.5041 -1.6598 -1.5978
H -1.7714 2.1545 -1.6833
H -0.4372 2.6597 -0.6646
H -0.1478 1.5784 -2.0648
H -1.6741 1.6229 1.3419
H -2.1831 -0.0412 1.2123
H -3.0038 1.2141 0.2602
H 0.6855 1.7796 1.2536
H 2.7613 0.8185 2.1127
H 3.3994 -1.5058 1.3958
H 1.9066 -2.7901 -0.1082
H -1.5405 -0.6941 -1.3226
*
```

Frontier orbital gap ... 0.378 hartree
SMILES ... CN(C)c1ccccc1C(=O)O

Mulliken atomic charge list, values in e, 5 entries: -0.96, -0.02, -0.96, 0.38, -0.33

***

b | A single C9H11NO2 molecule. Source: OMol25; level of theory: ωB97M-V/def2-TZVPD.

Geometry as ORCA input:
```
! RIJCOSX wB97M-V def2-TZVPD def2/J DEFGRID3
* xyz 0 1
C 1.5119 -1.7965 0.9333
C 1.8018 -0.5261 0.3332
N 1.0874 -0.4849 -0.9424
C -0.2490 -0.1307 -0.6427
C -1.4911 -1.0366 -0.7668
C -2.6247 -0.4349 -0.2881
C -2.7762 0.7806 0.3741
C -1.6966 1.6020 0.2231
C -0.3501 1.0600 -0.0539
C 0.6798 2.1162 -0.2479
O 0.4722 3.1084 0.4285
O 1.9429 2.0860 -0.8781
H 0.4078 -2.0695 1.2721
H 1.7113 -2.4901 -0.0080
H 2.3458 -1.9674 1.7737
H 3.0638 -0.5273 0.5521
H 1.5993 0.2663 1.0846
H 0.9963 -1.6047 -1.3362
H -1.4344 -1.8537 -1.5116
H -3.5191 -0.9804 -0.6599
H -3.7598 1.2559 0.8949
H -1.6194 2.5222 0.6876
H 1.9003 1.1054 -1.2215
*
```

Frontier orbital gap ... 0.353 hartree
SMILES ... CCNc1ccccc1C(=O)O

Mulliken atomic charge list, values in e, 5 entries: -1.00, -0.17, -0.56, 0.51, -0.81

***

c | A 2-piece molecular cluster, C9H11NO2 overall. Source: OMol25; level of theory: ωB97M-V/def2-TZVPD.

Geometry as ORCA input:
```
! RIJCOSX wB97M-V def2-TZVPD def2/J DEFGRID3
* xyz 0 1
C 0.3042 0.4075 0.8740
C 1.2119 0.1454 0.1333
C 2.3163 -0.1652 -0.7595
C 3.2483 -1.3055 -0.4274
C 3.7386 0.1047 -0.3357
C 4.0419 0.7283 1.0054
H -0.5189 0.6447 1.5629
H 2.0865 0.0131 -1.8009
H 3.0632 -1.8312 0.5040
H 3.5868 -1.9330 -1.2527
H 4.3831 0.4402 -1.1483
H 3.9774 1.8259 0.9611
H 3.3287 0.3786 1.7643
H 5.0538 0.4675 1.3405
O -2.1702 1.9388 -0.6971
C -2.4542 0.6777 -0.3117
C -1.7469 -0.5404 -0.5611
N -2.3377 -1.5598 -0.0117
O -3.4487 -1.0654 0.6108
C -3.5145 0.2649 0.4323
H -1.3498 1.9444 -1.2141
H -0.8256 -0.6923 -1.1195
H -4.3438 0.7691 0.8772
*
```

Frontier orbital gap ... 0.354 hartree
SMILES ... C#C[C@@H]1C[C@@H]1C.Oc1cnoc1

Mulliken atomic charge list, values in e, 5 entries: 0.32, -0.62, -0.45, -0.71, 0.18

***

How do the energies compare? Relative to the most stable structure, in eV: a 0.000; b 4.666; c 5.203.

***

a | A 2-piece molecular cluster, C2H4O2S2 overall. Source: OMol25; level of theory: ωB97M-V/def2-TZVPD.

Geometry as ORCA input:
```
! RIJCOSX wB97M-V def2-TZVPD def2/J DEFGRID3
* xyz 0 1
O -0.5843 0.5243 1.1293
C -0.2795 -0.6247 1.2900
S 1.3652 -1.2067 1.6210
H -0.9982 -1.4591 1.2485
H 1.9200 0.0166 1.5962
O 0.5611 0.3666 -0.2710
C 0.2872 0.5251 -1.4291
S -1.3595 0.6946 -2.0737
H 1.0432 0.5831 -2.2348
H -1.9553 0.5802 -0.8763
*
```

Frontier orbital gap ... 0.333 hartree
SMILES ... O=CS.O=CS

Mulliken atomic charge list, values in e, 5 entries: -0.40, 0.12, -0.19, 0.32, 0.16

***

b | A single C2H4O2S2 molecule. Source: OMol25; level of theory: ωB97M-V/def2-TZVPD.

Geometry as ORCA input:
```
! RIJCOSX wB97M-V def2-TZVPD def2/J DEFGRID3
* xyz 0 1
O 2.1240 -0.8990 0.1483
C 1.6546 0.1425 0.4057
O 2.4322 1.2183 0.3959
C 0.2475 0.5373 0.8518
S -0.9052 0.6194 -0.7152
S -2.8320 1.3124 -0.2058
H 3.3674 0.9307 0.1319
H 0.1651 1.6358 1.0127
H -0.2913 -0.1199 1.5283
H -2.2437 2.6057 0.1473
*
```

Frontier orbital gap ... 0.336 hartree
SMILES ... O=C(O)CSS

Mulliken atomic charge list, values in e, 5 entries: -0.51, 0.54, -0.46, -0.49, -0.06

***

How do the energies compare? Relative to the most stable structure, in eV: a 3.174; b 0.000.

***

a | A single C2H4O2S2 molecule. Source: OMol25; level of theory: ωB97M-V/def2-TZVPD.

Geometry as ORCA input:
```
! RIJCOSX wB97M-V def2-TZVPD def2/J DEFGRID3
* xyz 0 1
O 1.6971 3.0435 2.1664
S 1.1814 1.7233 1.8935
O 0.9698 1.0105 3.0806
C 0.3628 1.3308 0.5533
C -0.1273 0.0534 0.0662
S 1.1132 -0.8363 -1.0381
H 0.4399 1.9311 -0.2925
H -0.6364 -0.6483 0.6289
H -0.9341 0.3191 -0.6886
H 1.8186 -1.6521 -0.2052
*
```

Frontier orbital gap ... 0.322 hartree
SMILES ... O=S(=O)=CCS

Mulliken atomic charge list, values in e, 5 entries: -0.51, 0.84, -0.47, -0.19, -0.70

***

b | A 2-piece molecular cluster, C2H4O2S2 overall. Source: OMol25; level of theory: ωB97M-V/def2-TZVPD.

Geometry as ORCA input:
```
! RIJCOSX wB97M-V def2-TZVPD def2/J DEFGRID3
* xyz 0 1
C 1.8229 -1.2487 -0.6477
C -0.8547 -0.9053 -0.0891
O -0.4440 2.6171 -0.5325
O 0.0392 2.5198 1.8764
S 0.8136 -0.2441 0.1102
S 0.5409 2.6001 0.5405
H 1.2179 -2.2133 -0.9047
H -1.1508 -1.2332 0.8358
H -0.5452 -1.7876 -0.5786
H -1.4398 -0.1048 -0.6103
*
```

Frontier orbital gap ... 0.298 hartree

Mulliken atomic charge list, values in e, 5 entries: -0.36, -0.75, -0.39, -0.37, 0.14

***

How do the energies compare? Relative to the most stable structure, in eV: a 0.000; b 0.772.

***

a | A 2-piece molecular cluster, C7H15N2 overall. Source: OMol25; level of theory: ωB97M-V/def2-TZVPD.

Geometry as ORCA input:
```
! RIJCOSX wB97M-V def2-TZVPD def2/J DEFGRID3
* xyz 1 1
C -0.0633 -0.2911 -0.0788
C -2.2212 1.3873 -0.2140
C -2.0473 -1.5449 0.3926
C 1.7802 0.2856 -1.5005
C 2.0933 -1.2775 0.6054
C 1.5224 1.1568 0.8873
C 1.3665 0.0067 -0.0196
N -0.8818 -1.0975 0.1860
N -3.0504 0.3669 -0.2165
H -2.2168 1.9493 0.6423
H -1.5961 1.5853 -1.0475
H -2.6259 -2.1646 -0.2984
H -2.2786 -1.6621 1.4490
H 1.1016 -0.1310 -2.2443
H 1.8876 1.3277 -1.7033
H 2.6648 -0.1726 -1.7048
H 3.1090 -0.9336 1.0034
H 2.4243 -1.9589 -0.1912
H 1.3428 -1.7284 1.2623
H 0.6960 1.8791 0.6378
H 2.6083 1.5061 0.7545
H 1.5273 1.0763 2.0373
H -3.7606 0.3409 0.5217
H -3.3821 0.0943 -1.1607
*
```

Frontier orbital gap (alpha / beta) ... 0.310 / 0.310 hartree

Mulliken atomic charge list, values in e, 5 entries: -0.60, -0.65, -0.46, -1.76, -1.33

***

b | An isolated ion of composition C7H15N2 and charge +1. Source: OMol25; level of theory: ωB97M-V/def2-TZVPD.

Geometry as ORCA input:
```
! RIJCOSX wB97M-V def2-TZVPD def2/J DEFGRID3
* xyz 1 1
C -0.1065 -1.9440 -1.9115
C -0.2729 -0.9481 -0.8561
N 0.5809 -0.6954 0.0846
C 1.7553 -1.4581 0.3599
N 0.0902 0.2790 0.9786
C 0.9701 1.1750 1.8098
C -1.1359 0.8203 0.4794
C -0.9972 2.2781 -0.0638
C -1.4907 -0.1493 -0.6753
H 0.7820 -1.6159 -2.3974
H -0.9117 -1.8819 -2.6292
H -0.1391 -2.9738 -1.7389
H 2.6465 -0.9051 0.3360
H 1.8067 -2.1723 -0.4592
H 1.6560 -1.7660 1.3771
H 1.8005 1.4965 1.2419
H 0.3772 1.9833 2.1487
H 1.2334 0.6324 2.7740
H -1.8561 0.7469 1.2527
H -0.0261 2.4427 -0.4261
H -0.9387 2.9145 0.8335
H -1.7960 2.4402 -0.7728
H -2.0375 0.2839 -1.5075
H -1.9906 -0.9830 -0.2383
*
```

Frontier orbital gap ... 0.347 hartree
SMILES ... CC1=[N+](C)N(C)[C@@H](C)C1

Mulliken atomic charge list, values in e, 5 entries: -1.93, 1.01, 0.28, -0.93, -0.13

***

How do the energies compare? Relative to the most stable structure, in eV: a 2.231; b 0.000.

***

a | C2H4N4O2 as an isolated structure. Source: OMol25; level of theory: ωB97M-V/def2-TZVPD.

Geometry as ORCA input:
```
! RIJCOSX wB97M-V def2-TZVPD def2/J DEFGRID3
* xyz 0 1
C 0.4571 -1.5222 0.1826
C -1.1676 -0.2105 -0.0382
H 2.7324 0.8734 -0.0491
H 1.0380 -2.2519 0.6577
H -2.4542 1.2135 -0.3084
H 0.6821 1.7378 1.2468
N 0.9332 -0.1548 0.2936
N -0.8355 -1.6555 -0.0734
N -2.2409 0.2825 -0.0329
N -0.0507 0.5787 -0.2818
O 2.1530 -0.0215 -0.3447
O 0.0498 1.9548 0.1257
*
```

Frontier orbital gap ... 0.319 hartree

Mulliken atomic charge list, values in e, 5 entries: -0.14, 0.39, 0.37, 0.40, 0.27

***

b | A 2-piece molecular cluster, C2H4N4O2 overall. Source: OMol25; level of theory: ωB97M-V/def2-TZVPD.

Geometry as ORCA input:
```
! RIJCOSX wB97M-V def2-TZVPD def2/J DEFGRID3
* xyz 0 1
C 0.8838 1.8034 0.5402
C 0.8782 0.3332 0.4388
N 0.8444 2.8848 0.2088
N -0.0278 -0.0932 -1.3981
N 0.2604 -0.4208 1.4546
N 2.1042 -0.2586 0.0263
O 2.8395 0.3430 -0.6904
O 2.1879 -1.4353 0.3018
H 0.3602 0.7085 -1.8689
H -0.9926 0.0354 -1.4740
H 0.1818 -1.4854 1.2147
H -0.5114 0.0432 1.9591
*
```

Frontier orbital gap (alpha / beta) ... 0.310 / 0.310 hartree

Mulliken atomic charge list, values in e, 5 entries: 0.03, 0.59, -0.35, -0.62, -0.51

***

How do the energies compare? Relative to the most stable structure, in eV: a 1.517; b 0.000.

***

a | A single C2H4N4O2 molecule. Source: OMol25; level of theory: ωB97M-V/def2-TZVPD.

Geometry as ORCA input:
```
! RIJCOSX wB97M-V def2-TZVPD def2/J DEFGRID3
* xyz 0 1
H 2.5866 0.8782 -0.8931
N 2.6142 0.0118 -0.3394
C 1.2902 -0.1476 -0.0475
N 0.7850 -1.2805 0.5945
C -0.4524 -1.3084 0.1538
N -0.7498 -0.2578 -0.6586
O -2.1406 -0.1141 -0.4178
N 0.3245 0.6679 -0.4017
O -0.3427 1.3829 0.7229
H -1.1695 -2.0294 0.4515
H -2.0734 0.0455 0.5397
H -0.6721 2.1515 0.2958
*
```

Frontier orbital gap ... 0.344 hartree
SMILES ... [H]/N=c1/ncn(O)n1O

Mulliken atomic charge list, values in e, 5 entries: 0.28, -0.60, 0.65, -0.53, -0.04

***

b | C2H4N4O2 as an isolated structure. Source: OMol25; level of theory: ωB97M-V/def2-TZVPD.

Geometry as ORCA input:
```
! RIJCOSX wB97M-V def2-TZVPD def2/J DEFGRID3
* xyz 0 1
C 0.3528 1.3505 -0.2858
C -1.3574 0.4070 0.2715
H 2.1392 -1.1417 -0.0835
H 1.7111 -0.4205 1.3553
H 1.0486 2.1742 -0.6153
H -1.7207 -1.4015 -1.0478
N 1.8894 -0.3267 0.3273
N 0.6771 -0.0430 -0.3378
N -0.8575 1.6379 0.0484
N -0.4136 -0.6352 0.4201
O -2.5251 0.0901 0.2315
O -0.9438 -1.6913 -0.2839
*
```

Frontier orbital gap ... 0.386 hartree

Mulliken atomic charge list, values in e, 5 entries: -0.04, 0.46, 0.26, 0.30, 0.37

***

c | A 2-piece molecular cluster, C2H4N4O2 overall. Source: OMol25; level of theory: ωB97M-V/def2-TZVPD.

Geometry as ORCA input:
```
! RIJCOSX wB97M-V def2-TZVPD def2/J DEFGRID3
* xyz 0 1
C 0.3189 0.2450 -0.4410
C 1.1755 0.1427 0.7668
H 1.8370 -1.0918 -2.6801
H 2.2281 -0.0862 0.9107
H -1.4855 1.2439 2.1059
H -1.3772 -1.3846 -0.7758
N 0.3155 -0.4108 -1.5957
N 0.4435 0.6481 1.6837
N -0.7741 0.7533 1.4514
N -0.9274 0.5425 0.1188
O 1.5829 -1.0131 -1.5703
O -2.0294 -0.4544 -0.0700
*
```

Frontier orbital gap ... 0.319 hartree

Mulliken atomic charge list, values in e, 5 entries: 0.65, -0.30, 0.36, 0.42, 0.28

***

How do the energies compare? Relative to the most stable structure, in eV: a 2.212; b 0.000; c 4.098.